A molecular structure, C6H10Br3O5V. Source: the Open Molecules 2025 dataset; level of theory: ωB97M-V/def2-TZVPD.

Last column: Mulliken charge in e.
Atoms and positions in Å:
O1 -15.334 -19.225 22.728  -0.4593
V1 -14.632 -19.356 21.298  0.7274
C1 -15.694 -15.370 20.960  -1.0576
C2 -15.276 -16.843 20.996  1.3548
O2 -15.936 -17.729 20.414  -0.7394
O3 -14.168 -17.175 21.453  -0.6800
H1 -15.055 -14.694 21.528  0.2761
H2 -16.618 -15.321 21.534  0.2832
H3 -15.907 -15.228 19.900  0.2811
C3 -15.737 -23.063 19.696  -1.1048
C4 -15.535 -21.695 20.245  1.2755
O4 -16.026 -21.284 21.292  -0.6904
O5 -14.793 -20.916 19.622  -0.7247
H4 -16.813 -23.187 19.578  0.2915
H5 -15.359 -23.799 20.406  0.2625
H6 -15.362 -23.301 18.700  0.2910
Br1 -12.384 -20.323 22.210  -0.5589
Br2 -18.693 -19.133 25.899  -0.1647
C5 -18.899 -18.910 24.015  -0.4196
C6 -19.305 -20.165 23.361  -0.5746
Br3 -19.610 -19.897 21.463  -0.1665
H7 -17.913 -18.542 23.729  0.1649
H8 -19.603 -18.102 23.818  0.3833
H9 -20.287 -20.401 23.771  0.3785
H10 -18.656 -21.037 23.445  0.3706

Results
- 2S+1: 2
- E: -9277.0890 Eh
- Expectation value of S²: 0.785
- LUMO (spin up / spin down): 2.639 / 2.639 eV
- Highest occupied orbital energy (spin up / spin down): -5.563 / -5.718 eV
- Kohn-Sham gap (spin up / spin down): 8.2 / 8.4 eV
- Charge: -1